An isolated molecule of C10H18N2O5S in a non-equilibrium geometry, computed with wB97M-V/def2-TZVPD.

Structure (XYZ):
```
36
C10H18N2O5S, DFT wB97M-V/def2-TZVPD
C -3.70440 2.60978 -2.81616
S -2.86484 1.09963 -3.31702
C -1.38267 1.17770 -2.25654
C -1.59937 0.92621 -0.73104
C -1.38697 -0.49074 -0.14405
N -0.11024 -0.65219 0.52434
C 1.05046 -0.62457 -0.18506
O 1.14952 -0.13667 -1.29203
C 2.31780 -1.14751 0.54913
N 3.34274 -1.58106 -0.41619
C 2.92825 -0.05237 1.45113
C 2.02623 0.45708 2.60802
C 1.57398 -0.64645 3.52305
O 0.64609 -1.41364 3.33197
O 2.32669 -0.75779 4.63214
C -1.63240 -1.68581 -1.08331
O -0.93452 -2.67075 -1.03611
O -2.69394 -1.64115 -1.87251
H -4.64073 2.66354 -3.37053
H -3.11465 3.50418 -3.06845
H -3.91334 2.59232 -1.74679
H -0.65713 0.47708 -2.63346
H -0.91800 2.15935 -2.39815
H -2.62244 1.24142 -0.51745
H -0.93909 1.59815 -0.18836
H -2.15087 -0.59930 0.64396
H -0.11886 -1.14639 1.40275
H 2.05123 -2.00268 1.15678
H 3.34834 -0.86779 -1.16171
H 3.04658 -2.46295 -0.84259
H 3.24797 0.77145 0.81609
H 3.84674 -0.50197 1.85677
H 1.11111 0.87180 2.19129
H 2.54580 1.22770 3.18427
H 1.94329 -1.51959 5.13029
H -3.11837 -0.77600 -1.92447
```

Strongest force on any atom   1.2 eV/A
Structure (SMILES)   CSCC[C@H](NC(=O)[C@@H](N)CCC(=O)O)C(=O)O
Energy   -34716.5743 eV
HOMO-LUMO gap   9.556 eV
Net charge   0

And the Löwdin charges, in e, turn out to be:
1 C -0.410
2 S 0.839
3 C -0.467
4 C -0.167
5 C -0.201
6 N 0.109
7 C -0.425
8 O 0.079
9 C -0.306
10 N 0.048
11 C -0.120
12 C -0.085
13 C -0.512
14 O 0.076
15 O 0.109
16 C -0.486
17 O 0.124
18 O 0.110
19 H 0.031
20 H 0.044
21 H 0.027
22 H 0.058
23 H 0.081
24 H 0.092
25 H 0.115
26 H 0.165
27 H 0.112
28 H 0.138
29 H 0.080
30 H 0.085
31 H 0.121
32 H 0.124
33 H 0.112
34 H 0.125
35 H 0.145
36 H 0.029



An isolated molecule of C10H18N2S in a non-equilibrium geometry, computed with wB97M-V/def2-TZVPD.

Structure (XYZ):
```
31
C10H18N2S, DFT wB97M-V/def2-TZVPD
C -0.23745 -0.19181 -0.69278
C -0.61919 -1.43012 -0.70225
C -0.06926 -0.44430 1.80671
C -0.74569 -2.34152 -1.89354
C 0.22340 0.92547 -2.72148
C 1.08125 2.03001 -0.53004
C -1.38759 1.97058 -1.20702
C -1.18142 -2.47949 2.79974
C 2.29477 0.81744 2.60011
C -0.07496 1.16628 -1.17041
N -0.99979 -2.06336 0.47012
N -0.72924 -1.57022 1.70756
S 0.63626 0.27806 3.22473
H 0.20537 -2.87402 -1.94851
H -1.59021 -2.93445 -1.77745
H -0.77904 -1.66822 -2.77892
H -0.60448 0.35931 -3.17894
H 0.45276 1.82461 -3.21342
H 1.07156 0.39318 -2.73000
H 0.86604 2.31809 0.52207
H 2.01233 1.51051 -0.55577
H 1.17655 3.00427 -1.07705
H -2.20708 1.39215 -1.50380
H -1.51717 2.22081 -0.15504
H -1.17329 2.95274 -1.76890
H -1.24995 -3.61312 2.46125
H -0.50106 -2.33738 3.55687
H -2.20374 -2.16800 3.15819
H 2.28803 0.62445 1.49960
H 3.14592 0.40119 3.13724
H 2.41639 1.92685 2.66113
```

Strongest force on any atom   4.0 eV/A
Energy   -24470.5992 eV
HOMO-LUMO gap (spin up / spin down)   6.976 / 6.974 eV
Net charge   0

And the Löwdin charges, in e, turn out to be:
1 C 0.123
2 C -0.381
3 C -0.394
4 C -0.010
5 C -0.027
6 C -0.039
7 C -0.052
8 C -0.027
9 C -0.393
10 C -0.555
11 N 0.012
12 N -0.283
13 S 0.795
14 H 0.091
15 H 0.055
16 H 0.072
17 H 0.091
18 H 0.071
19 H 0.040
20 H 0.078
21 H 0.061
22 H 0.094
23 H 0.064
24 H 0.077
25 H 0.115
26 H 0.128
27 H 0.016
28 H 0.101
29 H 0.015
30 H 0.025
31 H 0.036



A structure of composition C10H18N3OP in a non-equilibrium geometry, computed with wB97M-V/def2-TZVPD.

Structure (XYZ):
```
33
C10H18N3OP, DFT wB97M-V/def2-TZVPD
C -0.36884 -2.09277 -1.79315
C -0.20540 -0.88046 -1.20639
C -1.08844 -0.01902 -1.95671
C 0.66845 -0.38743 -0.10771
C 0.61459 -1.93718 3.61614
C -2.95766 1.98793 -2.40004
C -0.47998 2.50129 -2.07460
C 1.32133 -0.67278 3.09697
C 2.04094 -0.82992 1.78889
C -1.60406 1.79303 -1.51049
N -1.74453 -0.66158 -2.83691
N -1.29010 -1.98751 -2.75489
N 1.27912 -1.28467 0.65281
O 0.84806 0.81300 0.07547
P -1.84928 1.80184 0.31568
H 0.33748 -2.90342 -1.69974
H -0.43829 -1.79493 3.61192
H 0.64252 -2.76798 2.87247
H 0.97151 -2.15495 4.64255
H -2.81331 1.52451 -3.40568
H -3.93455 1.60885 -1.85944
H -3.23193 3.05629 -2.46739
H 0.38509 2.30035 -1.54975
H -0.61050 3.61621 -2.00726
H -0.38350 2.23233 -3.17400
H 2.06911 -0.44542 3.91861
H 0.64377 0.13119 3.14687
H 2.69379 0.07290 1.51980
H 2.85516 -1.57135 1.95085
H -1.79683 -2.77696 -3.22834
H 1.09555 -2.35914 0.70921
H -2.83909 2.72256 0.34865
H -0.85167 2.62900 0.63536
```

Strongest force on any atom   5.4 eV/A
Energy   -26465.5081 eV
HOMO-LUMO gap   9.337 eV
Net charge   0

And the Löwdin charges, in e, turn out to be:
1 C -0.093
2 C -0.115
3 C -0.163
4 C -0.481
5 C -0.102
6 C -0.119
7 C -0.178
8 C -0.245
9 C -0.236
10 C -0.631
11 N 0.074
12 N -0.006
13 N 0.060
14 O -0.013
15 P 0.890
16 H 0.124
17 H 0.049
18 H 0.068
19 H 0.080
20 H 0.061
21 H 0.093
22 H 0.059
23 H 0.024
24 H 0.101
25 H 0.111
26 H 0.123
27 H 0.084
28 H 0.144
29 H 0.123
30 H 0.175
31 H 0.189
32 H -0.132
33 H -0.119



A structure of composition C10H18N5O4Ru in a non-equilibrium geometry, computed with wB97M-V/def2-TZVPD.

Structure (XYZ):
```
38
C10H18N5O4Ru, DFT wB97M-V/def2-TZVPD
Ru 0.53858 0.49292 -0.04205
N 2.46630 0.15080 -1.22692
C 3.59355 -0.03227 -0.30646
C 3.46970 0.95643 0.83440
N 2.12074 0.94732 1.45646
C 1.88580 -0.04644 2.53173
C 1.80942 -1.46420 2.00939
N 0.74821 -1.56728 0.98070
H 2.46363 -0.54625 -1.96675
H 2.49725 1.06778 -1.67188
H 4.55673 0.13233 -0.79693
H 3.59631 -1.06333 0.03273
H 3.64330 1.96182 0.44836
H 4.24342 0.75086 1.57800
H 1.96338 1.86817 1.85963
H 0.94084 0.21967 3.01293
H 2.66883 0.00867 3.29291
H 1.61475 -2.13276 2.84992
H 2.75625 -1.77370 1.57944
H -0.15574 -1.64149 1.44069
H 0.86621 -2.39594 0.40547
C -2.81357 -0.57412 1.72368
C -2.73287 -0.13695 0.30707
N -1.65475 0.35166 -0.30832
C -2.01198 0.64441 -1.60606
C -3.33012 0.33093 -1.77876
N -3.74363 -0.15823 -0.56450
C -4.31814 0.32160 -2.91955
O -3.94174 0.78891 -4.06720
O -5.39539 -0.15000 -2.66544
C -0.98473 1.22466 -2.53351
O -1.30729 1.57353 -3.64663
O 0.19656 1.28007 -2.00486
H -1.97557 -0.17028 2.28979
H -2.81732 -1.66446 1.79295
H -3.73644 -0.21812 2.18038
H -4.68981 -0.49239 -0.41003
H -3.03066 1.15569 -4.09081
```

Strongest force on any atom   2.8 eV/A
Energy   -28869.4961 eV
⟨S²⟩   0.7673
Multiplicity   2
HOMO-LUMO gap (spin up / spin down)   6.344 / 6.627 eV
Net charge   +2

And the Löwdin charges, in e, turn out to be:
1 Ru 1.398
2 N 0.006
3 C -0.200
4 C -0.147
5 N -0.133
6 C -0.172
7 C -0.195
8 N 0.012
9 H 0.134
10 H 0.111
11 H 0.148
12 H 0.105
13 H 0.142
14 H 0.148
15 H 0.145
16 H 0.130
17 H 0.148
18 H 0.145
19 H 0.109
20 H 0.084
21 H 0.127
22 C 0.018
23 C -0.318
24 N 0.021
25 C -0.125
26 C -0.025
27 N 0.216
28 C -0.466
29 O 0.201
30 O 0.157
31 C -0.532
32 O 0.146
33 O -0.121
34 H 0.073
35 H 0.102
36 H 0.108
37 H 0.199
38 H 0.103



The ion C10H18NO3 with charge +1 in a non-equilibrium geometry, computed with wB97M-V/def2-TZVPD.

Structure (XYZ):
```
32
C10H18NO3, DFT wB97M-V/def2-TZVPD
C -4.27423 -0.55981 -1.25528
C -3.11427 -0.36802 -0.32218
C -2.20050 0.54644 -0.31442
C -1.16999 0.78503 0.79130
C -1.04135 2.31275 1.15754
C 0.11715 0.28104 0.25580
N 0.50967 -0.94650 0.39402
O -0.28458 -1.78607 1.02899
C 1.92031 -1.44749 -0.28103
C 2.47598 -2.68733 0.33940
O 2.72038 -0.32845 -0.11102
C 2.23440 0.82312 -0.80616
C 3.07132 2.03505 -0.40586
O 0.87801 1.09745 -0.41873
H -4.32455 0.14627 -1.98968
H -4.12939 -1.60483 -1.75604
H -5.19216 -0.64101 -0.58969
H -3.47799 -0.97625 0.58811
H -2.19795 1.20065 -1.11421
H -1.18930 0.13469 1.67422
H 0.07119 2.49795 1.20192
H -1.49651 2.95990 0.50264
H -1.36604 2.38886 2.11586
H 0.15128 -2.41599 1.64473
H 1.57355 -1.61216 -1.26310
H 2.53871 -2.48998 1.52241
H 3.53305 -3.09717 0.11647
H 1.71047 -3.49312 0.14113
H 2.35802 0.63720 -1.85584
H 2.83927 2.70518 -1.18118
H 2.62961 2.30425 0.46689
H 4.12645 1.59836 -0.27703
```

Strongest force on any atom   5.0 eV/A
Structure (SMILES)   C/C=C/[C@H](C)C1=[N+](O)[C@H](C)O[C@H](C)O1
Energy   -18283.5742 eV
HOMO-LUMO gap   10.170 eV
Net charge   +1

And the Löwdin charges, in e, turn out to be:
1 C -0.087
2 C -0.164
3 C -0.075
4 C -0.196
5 C 0.031
6 C -0.225
7 N 0.015
8 O 0.071
9 C -0.244
10 C -0.009
11 O -0.002
12 C -0.297
13 C 0.057
14 O 0.101
15 H 0.032
16 H 0.120
17 H 0.106
18 H 0.145
19 H 0.107
20 H 0.155
21 H 0.104
22 H 0.065
23 H 0.051
24 H 0.156
25 H 0.151
26 H 0.142
27 H 0.135
28 H 0.105
29 H 0.164
30 H 0.086
31 H 0.052
32 H 0.148



A cluster of 2 separate species, C10H18NO5 in total, computed with wB97M-V/def2-TZVPD.

Structure (XYZ):
```
34
C10H18NO5, DFT wB97M-V/def2-TZVPD
N 1.32412 -0.11027 0.81984
C 1.51520 -1.50130 0.80413
O 0.57189 -2.27433 0.89485
C 2.92816 -1.93525 0.57656
C 3.37116 -1.62531 -0.90497
C 4.48286 -0.58032 -0.99968
C 3.98578 0.81781 -1.42506
C 3.36878 0.83503 -2.78496
O 2.31347 0.31690 -3.11982
H 0.34077 0.12211 0.77954
H 1.80027 0.35285 1.57765
H 3.62294 -1.38349 1.20586
H 2.97935 -3.00489 0.76012
H 2.47154 -1.36496 -1.47323
H 3.72159 -2.57176 -1.31952
H 5.17737 -0.90801 -1.78860
H 3.30296 1.26060 -0.69476
H 4.86197 1.47374 -1.46575
H 3.97469 1.32642 -3.58694
C -5.10421 1.16261 -1.05927
C -4.89868 1.98195 0.19689
O -4.62748 1.15232 1.33403
C -3.37134 0.69961 1.40881
O -2.48460 0.96314 0.64260
O -3.27229 -0.07169 2.48553
C -1.98422 -0.68762 2.64239
H -5.88233 0.41463 -0.90108
H -5.40045 1.80885 -1.88594
H -4.18822 0.64473 -1.33933
H -5.80787 2.52338 0.45410
H -4.09514 2.70695 0.07120
H -1.19199 0.05398 2.58679
H -1.82439 -1.44943 1.88249
H -1.98165 -1.14897 3.62558
```

Strongest force on any atom   0.6 eV/A
Energy   -22388.5044 eV
HOMO-LUMO gap   4.186 eV
Net charge   -1

And the Löwdin charges, in e, turn out to be:
1 N 0.150
2 C -0.534
3 O 0.021
4 C -0.150
5 C -0.281
6 C -0.253
7 C -0.307
8 C -0.317
9 O -0.041
10 H 0.070
11 H 0.091
12 H 0.084
13 H 0.094
14 H 0.080
15 H 0.082
16 H 0.001
17 H 0.076
18 H 0.069
19 H 0.092
20 C -0.066
21 C -0.221
22 O 0.030
23 C -0.615
24 O 0.129
25 O 0.006
26 C -0.031
27 H 0.079
28 H 0.077
29 H 0.079
30 H 0.118
31 H 0.122
32 H 0.082
33 H 0.091
34 H 0.093



The ion C10H18NS with charge +1 in a non-equilibrium geometry, computed with wB97M-V/def2-TZVPD.

Structure (XYZ):
```
30
C10H18NS, DFT wB97M-V/def2-TZVPD
C 0.02465 0.06932 -2.36352
C -0.03699 1.31297 -1.41934
C 0.54525 2.56484 -1.94909
N 0.72462 0.96826 -0.02539
C 0.75406 -0.33325 0.97917
C 1.63801 -1.35649 0.53306
C 1.04906 0.32002 2.29500
C -0.69485 -0.77378 1.02227
C -1.10657 -1.95136 0.52268
C -2.50376 -2.10791 0.63670
C -3.08088 -1.07585 1.22082
S -2.00337 0.10819 1.76321
H -0.53085 -0.72085 -1.86855
H -0.53916 0.49224 -3.20797
H 1.14021 -0.23300 -2.51131
H -1.13420 1.42393 -1.14583
H 1.66878 2.68025 -1.95089
H 0.18032 3.54130 -1.44203
H 0.13707 2.71232 -3.01378
H 1.69940 1.21128 -0.27506
H 0.27968 1.60903 0.62640
H 1.11163 -2.13195 -0.00414
H 2.46893 -0.97502 -0.05731
H 2.21250 -1.88983 1.33171
H 0.35538 0.89985 2.90008
H 1.23301 -0.59220 3.02208
H 1.99505 0.74607 2.55776
H -0.41147 -2.63149 0.07658
H -2.96263 -2.97621 0.31523
H -4.21288 -0.91066 1.43150
```

Strongest force on any atom   5.0 eV/A
Structure (SMILES)   CC(C)[NH2+]C(C)(C)c1cccs1
Energy   -22979.0918 eV
HOMO-LUMO gap   10.014 eV
Net charge   +1

And the Löwdin charges, in e, turn out to be:
1 C -0.028
2 C -0.354
3 C -0.088
4 N 0.133
5 C -0.487
6 C -0.030
7 C -0.063
8 C -0.490
9 C -0.111
10 C -0.162
11 C -0.418
12 S 1.071
13 H 0.059
14 H 0.092
15 H 0.126
16 H 0.157
17 H 0.104
18 H 0.117
19 H 0.121
20 H 0.159
21 H 0.129
22 H 0.071
23 H 0.107
24 H 0.135
25 H 0.076
26 H 0.155
27 H 0.086
28 H 0.106
29 H 0.098
30 H 0.128



What did the seventh record say?
The ion C10H18NS with charge +1 in a non-equilibrium geometry, computed with wB97M-V/def2-TZVPD.

Structure (XYZ):
```
30
C10H18NS, DFT wB97M-V/def2-TZVPD
C 0.02465 0.06932 -2.36352
C -0.03699 1.31297 -1.41934
C 0.54525 2.56484 -1.94909
N 0.72462 0.96826 -0.02539
C 0.75406 -0.33325 0.97917
C 1.63801 -1.35649 0.53306
C 1.04906 0.32002 2.29500
C -0.69485 -0.77378 1.02227
C -1.10657 -1.95136 0.52268
C -2.50376 -2.10791 0.63670
C -3.08088 -1.07585 1.22082
S -2.00337 0.10819 1.76321
H -0.53085 -0.72085 -1.86855
H -0.53916 0.49224 -3.20797
H 1.14021 -0.23300 -2.51131
H -1.13420 1.42393 -1.14583
H 1.66878 2.68025 -1.95089
H 0.18032 3.54130 -1.44203
H 0.13707 2.71232 -3.01378
H 1.69940 1.21128 -0.27506
H 0.27968 1.60903 0.62640
H 1.11163 -2.13195 -0.00414
H 2.46893 -0.97502 -0.05731
H 2.21250 -1.88983 1.33171
H 0.35538 0.89985 2.90008
H 1.23301 -0.59220 3.02208
H 1.99505 0.74607 2.55776
H -0.41147 -2.63149 0.07658
H -2.96263 -2.97621 0.31523
H -4.21288 -0.91066 1.43150
```

Strongest force on any atom   5.0 eV/A
Structure (SMILES)   CC(C)[NH2+]C(C)(C)c1cccs1
Energy   -22979.0918 eV
HOMO-LUMO gap   10.014 eV
Net charge   +1

And the Löwdin charges, in e, turn out to be:
1 C -0.028
2 C -0.354
3 C -0.088
4 N 0.133
5 C -0.487
6 C -0.030
7 C -0.063
8 C -0.490
9 C -0.111
10 C -0.162
11 C -0.418
12 S 1.071
13 H 0.059
14 H 0.092
15 H 0.126
16 H 0.157
17 H 0.104
18 H 0.117
19 H 0.121
20 H 0.159
21 H 0.129
22 H 0.071
23 H 0.107
24 H 0.135
25 H 0.076
26 H 0.155
27 H 0.086
28 H 0.106
29 H 0.098
30 H 0.128



Q: What is the strongest force on any atom in the fifth record?
A: 5.0 eV/A



Q: Which value of energy does entry 2 give?
A: -24470.5992 eV



What did the seventh record say?
The ion C10H18NS with charge +1 in a non-equilibrium geometry, computed with wB97M-V/def2-TZVPD.

Structure (XYZ):
```
30
C10H18NS, DFT wB97M-V/def2-TZVPD
C 0.02465 0.06932 -2.36352
C -0.03699 1.31297 -1.41934
C 0.54525 2.56484 -1.94909
N 0.72462 0.96826 -0.02539
C 0.75406 -0.33325 0.97917
C 1.63801 -1.35649 0.53306
C 1.04906 0.32002 2.29500
C -0.69485 -0.77378 1.02227
C -1.10657 -1.95136 0.52268
C -2.50376 -2.10791 0.63670
C -3.08088 -1.07585 1.22082
S -2.00337 0.10819 1.76321
H -0.53085 -0.72085 -1.86855
H -0.53916 0.49224 -3.20797
H 1.14021 -0.23300 -2.51131
H -1.13420 1.42393 -1.14583
H 1.66878 2.68025 -1.95089
H 0.18032 3.54130 -1.44203
H 0.13707 2.71232 -3.01378
H 1.69940 1.21128 -0.27506
H 0.27968 1.60903 0.62640
H 1.11163 -2.13195 -0.00414
H 2.46893 -0.97502 -0.05731
H 2.21250 -1.88983 1.33171
H 0.35538 0.89985 2.90008
H 1.23301 -0.59220 3.02208
H 1.99505 0.74607 2.55776
H -0.41147 -2.63149 0.07658
H -2.96263 -2.97621 0.31523
H -4.21288 -0.91066 1.43150
```

Strongest force on any atom   5.0 eV/A
Structure (SMILES)   CC(C)[NH2+]C(C)(C)c1cccs1
Energy   -22979.0918 eV
HOMO-LUMO gap   10.014 eV
Net charge   +1

And the Löwdin charges, in e, turn out to be:
1 C -0.028
2 C -0.354
3 C -0.088
4 N 0.133
5 C -0.487
6 C -0.030
7 C -0.063
8 C -0.490
9 C -0.111
10 C -0.162
11 C -0.418
12 S 1.071
13 H 0.059
14 H 0.092
15 H 0.126
16 H 0.157
17 H 0.104
18 H 0.117
19 H 0.121
20 H 0.159
21 H 0.129
22 H 0.071
23 H 0.107
24 H 0.135
25 H 0.076
26 H 0.155
27 H 0.086
28 H 0.106
29 H 0.098
30 H 0.128